No. 1
Below is C34H29AlN6O4S2 as an isolated structure, with properties calculated with ωB97M-V/def2-TZVPD.

```
76
Properties=species:S:1:pos:R:3:forces:R:3
H 3.3613 -2.7174 0.5828 0.0 -0.1 0.0
H 7.2503 1.9519 0.4901 0.0 0.0 0.0
C 4.5586 -0.0575 0.1674 -0.2 -0.1 -0.1
C -4.9973 0.5224 0.2697 0.1 0.0 0.0
H 5.0732 1.4255 1.6007 0.0 0.0 0.0
H 2.5637 -2.4034 2.1488 0.0 0.0 0.0
C -0.0681 -2.3461 -0.7245 -0.3 0.1 0.0
C -3.5280 2.6470 -0.7399 0.0 0.1 0.0
C 1.1445 -5.9204 -0.6517 0.0 -0.1 0.0
O -0.8509 -5.0162 0.1720 -0.1 0.1 0.1
H -1.3391 -4.1593 0.1906 0.0 -0.1 0.0
S 2.9877 -0.3752 1.0067 0.9 -0.7 0.0
C 0.5241 1.4984 6.7552 0.0 0.0 -0.2
H 2.9738 -6.6622 -1.4552 0.0 0.0 0.0
N 1.0433 2.2890 1.0481 0.6 0.4 -0.7
H 1.8244 3.9728 4.8466 0.0 0.0 0.0
H 0.8211 -6.8733 -0.2545 0.0 0.0 0.0
N -1.2995 -2.4438 -0.2901 0.0 -0.5 0.1
H 2.2256 -2.4830 -2.0002 0.0 0.0 0.0
C 1.6473 3.1167 8.1306 0.0 0.0 0.1
H -5.5677 -0.3164 0.6525 0.0 0.0 0.0
O -1.5847 1.3311 -0.7631 -0.1 0.5 -0.5
C 6.5931 1.1993 0.0747 0.0 -0.1 -0.1
H 2.5514 4.1047 -4.4419 0.0 0.0 0.0
H 2.4287 5.3798 -2.3323 0.0 0.0 0.0
C 3.3646 -2.0963 1.4773 -0.2 0.3 -0.2
C 2.1763 4.3275 -2.3408 0.0 0.0 0.0
O 0.4911 -1.1830 -0.9632 0.2 -0.1 -0.3
C -3.6443 0.3296 -0.0420 0.0 0.3 0.0
C -4.8596 2.8077 -0.4204 0.1 -0.1 0.0
C 1.9632 3.8565 6.9986 0.0 0.0 0.0
H -5.3368 3.7664 -0.5783 0.0 0.0 0.0
C 1.9308 2.2600 -3.5452 0.0 0.1 -0.1
N 0.5175 1.7182 4.3721 -0.3 -0.4 -0.3
C 5.3885 0.9124 0.7010 -0.1 0.1 0.1
C -5.5996 1.7481 0.1060 -0.1 0.0 0.0
H -2.9442 3.4674 -1.1363 0.0 0.0 0.0
H 1.2605 0.5802 -2.3693 0.1 0.0 -0.1
C 0.5906 1.6595 2.1473 -0.7 -0.7 0.8
H 4.2284 -1.4665 -1.4183 0.0 0.0 0.0
N 0.9494 1.6769 -0.0577 -0.4 0.1 0.6
C 0.3057 -4.8185 -0.4694 0.2 0.1 -0.1
H 2.0054 1.7011 -4.4685 0.0 0.0 0.0
H 2.5245 4.7767 7.0934 0.0 0.0 0.0
N 0.8365 2.2991 3.2621 0.3 0.4 -0.4
C 4.9006 -0.7272 -0.9982 0.0 0.0 0.0
H 0.6609 1.3677 8.8838 0.0 0.0 0.0
H 0.0755 0.8018 4.3158 0.0 0.0 0.1
C 2.2499 3.6097 -3.5282 0.0 0.0 0.0
H -6.6376 1.8863 0.3760 0.0 0.0 0.0
H -0.0363 0.5768 6.6484 0.0 0.0 0.0
H 1.9749 3.4506 9.1061 0.0 0.0 0.0
H 1.6991 4.2491 -0.2391 0.0 0.1 0.0
O 3.0913 0.4052 2.2593 -0.1 0.3 0.4
C -2.8809 1.4255 -0.5236 0.0 -0.3 0.2
C 1.9404 -3.4568 -1.6238 0.0 0.0 0.0
C 0.9175 1.9434 8.0045 0.0 0.1 0.0
C 0.8695 2.2280 5.6195 0.2 0.3 0.4
H 6.3928 -0.9766 -2.5140 0.0 0.0 0.0
C 2.3465 -5.7916 -1.3148 -0.1 0.0 0.0
C -3.0770 -0.9925 0.0277 0.0 -0.2 -0.1
C 0.7197 -3.5599 -0.9506 0.1 -0.1 0.1
H -3.7379 -1.8466 0.1725 0.0 0.0 0.0
Al -0.3747 0.1974 -0.2015 -0.6 -0.3 0.8
H 3.6948 -4.4567 -2.3332 0.0 0.0 0.0
S -0.2282 0.0911 2.0907 0.1 0.3 -0.1
C 6.1090 -0.4441 -1.6155 0.0 0.0 0.0
H 4.3232 -2.1291 1.9899 0.0 0.1 0.0
C 1.5151 1.6338 -2.3842 -0.1 0.0 0.4
C 2.7513 -4.5546 -1.8128 0.1 0.0 0.0
C 1.4273 2.3576 -1.1951 0.3 0.4 -0.6
C 6.9539 0.5188 -1.0796 0.0 0.1 0.0
C 1.7728 3.7100 -1.1722 -0.1 -0.2 0.1
H 7.8929 0.7436 -1.5686 0.0 0.0 0.0
N -1.8268 -1.1819 -0.1630 0.2 0.2 -0.1
C 1.5763 3.4237 5.7434 -0.1 -0.2 -0.2
```
Forces are in eV/Å.

Highest occupied orbital energy = -0.273 Eh
Electronic energy = -81130.3029 eV
ΔE to the lowest compared entry with this formula, charge and spin = 6.31 kcal per mole
Kohn-Sham gap = 6.3 eV
Max |F| = 1.3 eV/A

Löwdin atomic charge list, values in e, 8 entries: 0.034 0.105 -0.365 -0.042 0.106 0.056 -0.343 0.000

No. 2
Below is a single C3H6ClNS molecule, with properties calculated with ωB97M-V/def2-TZVPD.

```
12
Properties=species:S:1:pos:R:3:forces:R:3
C 0.3969 -0.8770 0.3699 -0.1 -0.6 -0.7
S -0.3958 0.7282 0.6528 -0.2 0.1 -0.2
H -3.2186 1.0105 2.7259 -1.1 -0.1 0.3
Cl 1.3063 -0.7084 -2.2202 0.3 -0.2 0.4
H -2.4170 2.3005 1.6161 -0.2 -0.4 0.1
N -1.7513 0.3177 1.5964 0.2 0.2 0.1
C 1.6725 -0.6333 -0.4535 0.0 2.9 0.3
H -0.2839 -1.5223 -0.2183 0.3 0.2 0.6
C -2.5496 1.2535 1.9411 1.8 0.1 -0.6
H 1.9525 0.4906 -0.2615 -0.1 -2.1 -0.4
H 2.5549 -1.2360 -0.1929 -0.7 0.0 -0.3
H 0.6778 -1.3360 1.3095 -0.2 -0.1 0.2
```
Forces are in eV/Å.

Highest occupied orbital energy = -0.322 Eh
Electronic energy = -28054.7677 eV
ΔE to the lowest compared entry with this formula, charge and spin = 36.83 kcal per mole
Kohn-Sham gap = 9.7 eV
Structure (SMILES) = C=NSCCCl
Max |F| = 2.9 eV/A

Löwdin atomic charge list, values in e, 8 entries: -0.563 0.855 0.049 0.510 0.066 -0.377 -0.656 0.069

No. 3
Below is a 2-piece molecular cluster, C5H9N2O2PS overall, with properties calculated with ωB97M-V/def2-TZVPD.

```
20
Properties=species:S:1:pos:R:3:forces:R:3
C 0.5419 0.8185 1.8291 1.6 1.4 1.0
H -1.8985 -1.2359 -0.4993 -1.1 -0.9 -0.1
H 0.5192 0.4656 -2.3860 0.7 1.2 -0.5
P 1.9303 -2.0144 -0.8465 -3.7 1.9 -1.2
H -1.0096 -0.5215 -1.7679 -0.1 0.7 -0.4
O 0.3441 1.4312 -2.3786 -3.4 -2.6 2.2
C 1.5062 -0.1168 1.5162 1.9 1.4 1.9
H 2.5061 -0.2573 1.9924 -1.1 0.2 -0.7
N 1.1006 -0.8585 0.4885 -0.9 -0.7 -0.2
H -1.7001 2.1521 1.5173 -0.1 -0.8 -0.2
H 0.6404 1.8370 2.3640 -0.5 -2.3 -0.7
H -2.5013 0.5475 1.3597 -0.9 -0.5 0.7
C -0.1954 -0.4896 0.2191 3.2 -1.0 -1.5
H -2.0972 1.4490 -0.0353 0.2 0.0 -0.8
O 2.5559 -3.1598 -0.2434 2.0 -1.8 1.8
C -0.9073 -1.1128 -0.8873 -0.5 1.0 0.9
C -1.7747 1.1979 0.9538 0.7 1.2 0.5
S -0.0130 -2.6352 -1.4234 0.8 -1.4 -1.1
H 0.9430 1.9869 -2.7622 2.8 1.4 -1.7
N -0.4907 0.5161 0.9896 -1.7 1.5 0.1
```
Forces are in eV/Å.

2S+1 = 3
Highest occupied orbital energy (spin up / spin down) = -0.137 / -0.328 Eh
⟨S²⟩ = 2.009
Electronic energy = -32526.1228 eV
ΔE to the lowest compared entry with this formula, charge and spin = 0.00 kcal per mole
Kohn-Sham gap (spin up / spin down) = 4.2 / 6.8 eV
Max |F| = 4.8 eV/A

Löwdin atomic charge list, values in e, 8 entries: -0.050 0.078 0.026 0.507 0.040 -0.031 -0.122 0.136